No. 1
Density functional theory data (ωB97M-V with the def2-TZVPD basis set) for a molecular structure, C34H47BN8PtS4 in a non-equilibrium geometry.

The geometry in XYZ format:
```
95
C34H47BN8PtS4 | the OMol25 dataset | ωB97M-V with the def2-TZVPD basis set
C -2.086 -1.707 -1.012
H -0.249 0.062 -5.080
C -2.354 2.379 3.935
C -1.558 2.262 2.689
C -2.782 0.889 -5.285
C 4.399 -0.694 1.927
H 4.916 -0.126 -0.713
H -4.742 -2.787 -2.870
H 0.149 3.344 -1.739
C -1.842 1.149 -4.106
H -3.568 -3.859 -2.085
H 0.283 1.108 -3.755
C 0.271 -4.183 5.230
H 1.430 -0.885 -3.449
H -0.709 5.899 0.890
H 2.492 3.950 1.043
H -2.444 -5.540 3.942
H 4.204 0.005 2.738
H 0.829 6.368 0.202
N 1.208 -0.453 -0.027
C -3.010 -0.840 -3.019
C -0.162 3.131 0.931
C -2.110 2.549 -3.541
Pt -0.528 -1.999 1.648
C 2.906 -0.090 -1.506
C 2.058 -0.634 1.012
N -1.186 0.231 -1.952
S 0.457 -4.397 2.149
H 2.140 2.910 -0.344
H -1.836 3.306 -4.271
C -0.912 3.324 2.111
H -0.980 4.302 2.553
N -1.230 -0.666 -0.982
C -1.428 0.991 2.058
S -2.229 -0.370 2.688
C 3.248 0.198 -2.946
H -1.240 -5.916 0.738
C -2.012 -4.237 5.997
C 3.452 -0.485 0.802
H -2.361 -3.477 7.959
C -3.056 -1.797 -2.042
C -0.090 4.275 -1.231
C 2.018 3.910 0.065
H 5.336 0.775 -2.728
C 3.865 -0.213 -0.483
H -3.164 2.667 -3.301
S -2.025 -2.959 0.153
H 4.262 -1.691 2.346
C 0.652 -3.617 6.435
H 4.890 0.164 -4.314
H 2.922 -1.781 -3.727
N -0.036 1.931 0.422
C -1.066 -4.484 5.003
H 2.511 4.622 -0.593
H 0.015 -2.937 8.361
N -1.653 -5.841 1.653
C 4.737 0.031 -3.247
H -1.525 2.694 -2.641
C 2.454 -0.802 -3.800
H -2.650 -0.116 -5.685
H 1.024 -4.422 4.496
H -3.725 -0.845 -3.824
H 1.691 -3.386 6.610
H -3.050 -4.485 5.824
C -0.394 1.026 -4.597
H 3.592 2.320 -2.744
H 2.831 1.875 -4.268
H 0.791 5.666 1.813
H 1.886 1.896 -2.772
C -1.624 -3.675 7.196
H 2.454 -0.508 -4.842
N -1.542 -5.088 3.820
H -3.396 2.117 3.743
H -4.630 -2.872 -1.103
B -0.313 -0.454 0.263
N -0.639 0.890 0.966
H -0.170 1.808 -5.318
C 2.856 1.665 -3.203
C 0.341 5.623 0.824
C -4.060 -2.888 -2.031
C -1.015 -5.147 2.601
C -0.291 -3.363 7.420
H -2.544 1.595 -6.078
C -2.008 0.153 -2.976
H -1.984 1.685 4.691
H 5.087 -0.963 -2.981
H 5.426 -0.578 1.595
H 0.313 5.105 -1.805
H -1.170 4.400 -1.172
S 1.452 -1.099 2.549
N 1.622 -0.197 -1.240
C 0.524 4.251 0.175
H -2.483 -6.377 1.841
H -3.824 1.041 -5.009
H -2.305 3.388 4.332
```

The multiplicity is 1. The highest occupied orbital energy (spin up / spin down) is -13.36 / -13.36 eV. Its HOMO-LUMO gap (spin up / spin down) is 5.750 / 5.749 eV. The net charge is +2. Its strongest force on any atom is 0.0571 Eh/bohr. For the energy above the lowest of the compared OMol25 structures with the same formula, charge and spin, the calculation gives 125.5 kJ/mol. The lowest unoccupied orbital energy (spin up / spin down) comes out at -7.61 / -7.61 eV.

No. 2
Density functional theory data (ωB97M-V with the def2-TZVPD basis set) for a molecular structure, C34H47BrMnN4O4PS2.

The geometry in XYZ format:
```
94
C34H47BrMnN4O4PS2 | the OMol25 dataset | ωB97M-V with the def2-TZVPD basis set
C -0.252 2.605 0.886
P -2.255 -0.997 -0.176
O 1.908 -0.166 0.174
C 4.645 0.126 2.549
O -2.428 -1.563 -1.632
H -2.667 2.010 1.730
H -3.755 3.172 0.959
H 4.915 2.415 0.186
C -0.343 3.648 -1.630
C 5.517 1.456 5.148
H 5.719 0.260 2.555
H -0.622 5.564 -0.705
H 6.260 1.728 -0.733
N -0.207 3.778 -5.265
H -1.179 -4.062 -0.243
H -4.423 1.782 1.817
C -0.156 2.284 -1.397
O -3.490 -0.098 0.212
C -0.166 3.199 -4.075
C 4.829 0.086 5.072
S 0.879 -2.812 -0.446
H 2.113 -2.784 1.584
H 4.577 -0.049 7.204
C -0.361 4.101 -3.006
C 0.524 -0.809 -3.159
H 6.202 1.611 4.313
C -0.424 3.976 0.734
N -0.547 5.352 -3.401
C 2.001 -0.198 2.556
C -3.604 2.115 1.181
H -2.479 -2.845 2.719
C 0.547 -0.450 -4.502
H 5.443 -1.873 -0.006
C 3.953 -0.092 6.312
H -0.202 2.161 1.871
H 2.065 -0.254 4.695
C 4.018 0.085 1.306
Mn 0.135 -0.366 -0.073
C 4.168 0.198 -1.286
O -2.455 -2.253 0.769
C 4.904 0.239 0.058
H -4.485 -3.824 1.597
C 5.936 -0.900 0.049
H -4.492 1.447 -0.677
H 0.732 -1.827 -2.863
Br 0.091 -0.487 2.517
H 6.586 -0.800 -0.821
C -4.495 -1.256 -2.893
C -0.484 4.504 -0.536
H -5.111 -2.192 1.283
H 4.784 2.265 5.141
H 3.438 1.003 -1.379
H 6.270 1.659 1.025
H -2.733 1.604 -0.738
H -3.326 -3.065 -2.680
H -4.196 -2.601 -1.214
N -0.137 1.776 -0.147
H 3.205 0.699 6.401
C 0.309 0.861 -4.845
H 6.570 -0.893 0.936
H 6.096 1.531 6.069
H 0.318 1.190 -5.876
H -0.505 4.605 1.609
C 2.623 -0.089 1.317
H 3.662 -0.753 -1.449
C -3.665 -2.220 -2.086
C 5.890 -1.023 5.059
H 0.760 -1.198 -5.252
C 2.632 -0.155 3.781
H 4.910 0.325 -2.077
H -5.348 -1.783 -3.319
H -4.875 -0.444 -2.274
H 1.853 -4.434 0.993
H -4.985 -2.790 2.938
C 1.382 -3.466 1.153
C -4.506 -2.796 1.959
C -0.337 -4.051 -0.929
C -3.577 1.328 -0.103
H 0.523 -3.566 1.813
C 5.629 1.591 0.146
N 0.278 0.059 -2.185
H 6.463 -0.999 5.986
C 0.057 1.348 -2.507
H -0.680 -3.811 -1.934
H 5.428 -2.009 4.973
C -3.112 -2.237 2.077
H 6.594 -0.904 4.235
S -0.472 5.344 -5.008
C 4.010 0.014 3.785
H -3.911 -0.837 -3.712
H 0.154 -5.022 -0.949
H -3.122 -1.216 2.460
C 0.064 1.789 -3.831
H 3.446 -1.060 6.317
```

The multiplicity is 5. The highest occupied orbital energy (spin up / spin down) is -13.10 / -13.18 eV. Its HOMO-LUMO gap (spin up / spin down) is 5.920 / 6.950 eV. The net charge is +2. Its strongest force on any atom is 0.0131 Eh/bohr. The lowest unoccupied orbital energy (spin up / spin down) comes out at -7.18 / -6.23 eV.

No. 3
Density functional theory data (ωB97M-V with the def2-TZVPD basis set) for a molecular structure, C34H47Cl3HfO3P4 in a non-equilibrium geometry.

The geometry in XYZ format:
```
92
C34H47Cl3HfO3P4 | the OMol25 dataset | ωB97M-V with the def2-TZVPD basis set
C -2.337 -0.399 -2.922
H 1.961 -3.783 2.189
C -1.758 -2.592 -3.792
C -0.883 3.012 2.466
C 5.308 -0.336 0.865
C 1.369 -0.030 -0.874
H -0.162 -3.815 -1.160
C -1.610 -1.599 -2.817
H -2.693 -3.111 -5.675
H -4.368 0.031 -0.090
H 1.232 1.646 5.170
P 0.259 1.695 2.960
C -3.969 3.007 -1.777
C 0.528 3.964 -1.620
C -2.597 -2.351 -4.893
H 2.189 -2.358 6.353
H -6.678 1.003 0.238
H -1.866 2.582 2.232
H 6.309 -0.513 0.446
H 5.389 -1.426 -2.160
C 2.502 -0.326 0.071
H 5.303 0.605 1.437
H -1.150 3.300 -0.424
O 0.680 -1.635 3.659
C 2.088 -2.421 5.285
H -1.810 -3.453 -0.592
H -7.196 3.238 -0.749
C -0.924 2.109 -2.222
H 4.252 -2.470 -1.230
C -6.203 2.821 -0.873
C 1.245 3.771 -2.819
H -1.071 -5.036 -0.219
C -1.022 -4.288 2.487
P -2.234 0.991 -1.858
C -0.165 1.894 -3.408
C -3.705 1.710 -1.299
C -4.644 1.005 -0.511
H 2.086 -3.418 0.447
Cl 1.865 -4.133 4.830
H -0.956 -1.762 -1.948
H 3.528 1.456 -2.150
H -0.991 3.718 3.300
H 2.052 3.331 3.059
H 0.796 4.781 -0.944
C -5.238 3.551 -1.586
H -0.503 3.543 1.585
C -3.206 -0.193 -4.006
H -0.415 0.996 5.182
H 1.478 -5.017 0.984
C 0.893 2.750 -3.707
C 0.220 1.791 4.774
H 2.781 -1.009 2.139
H 0.776 -0.699 -2.672
H -3.191 3.535 -2.341
H -3.767 0.753 -4.061
H -0.161 2.773 5.075
C -5.908 1.559 -0.322
P -0.198 -3.287 1.203
C -0.558 3.139 -1.331
H 1.455 1.049 -1.214
C 2.079 -0.682 1.385
C -3.315 -1.153 -5.015
H -1.965 -3.801 2.770
O 1.570 -0.854 -2.096
H 2.027 2.454 1.493
H -5.467 4.537 -2.021
O 0.084 -1.222 5.765
H 3.606 -1.384 -2.492
H 2.667 1.649 2.943
H 2.065 4.446 -3.069
C 1.496 -3.941 1.209
C 4.384 -1.499 -1.726
C 1.907 2.353 2.579
H -3.953 -0.950 -5.880
H -1.226 -5.288 2.078
C 4.225 1.422 -1.299
H 5.010 -1.171 1.515
Cl 3.477 -1.627 4.513
H -0.384 -4.368 3.376
Cl -2.561 -0.861 3.109
C -1.024 -0.151 0.574
H 3.944 2.197 -0.572
H -1.218 -3.546 -3.701
H 5.249 1.607 -1.656
C 0.071 -0.338 -0.124
C -0.873 -3.962 -0.338
P 4.191 -0.194 -0.521
Hf -0.244 -0.747 2.256
H 1.422 2.628 -4.660
H -2.024 -0.607 0.585
H -0.463 1.108 -4.098
C 0.836 -1.706 4.951
```

The multiplicity is 1. The highest occupied orbital energy (spin up / spin down) is -11.34 / -11.34 eV. Its HOMO-LUMO gap (spin up / spin down) is 4.579 / 4.578 eV. The net charge is +2. Its strongest force on any atom is 0.2208 Eh/bohr. For the energy above the lowest of the compared OMol25 structures with the same formula, charge and spin, the calculation gives 139.8 kJ/mol. The lowest unoccupied orbital energy (spin up / spin down) comes out at -6.76 / -6.76 eV.

Q: The lowest strongest force on any atom belongs to which entry?
A: C34H47BrMnN4O4PS2

Q: Which formula does entry 1 have?
A: C34H47BN8PtS4

Q: The lowest strongest force on any atom belongs to which entry?
A: C34H47BrMnN4O4PS2